# 1
{"formula": "C46H90F8N10O20S8", "method": "ωB97M-V with the def2-TZVPD basis set", "e_homo_ev": -12.0, "charge": 2, "symbols": ["C", "C", "C", "C", "C", "C", "N", "O", "C", "C", "C", "H", "H", "H", "H", "H", "H", "H", "H", "H", "H", "H", "H", "H", "H", "H", "H", "H", "H", "C", "C", "C", "C", "C", "C", "N", "O", "C", "C", "C", "H", "H", "H", "H", "H", "H", "H", "H", "H", "H", "H", "H", "H", "H", "H", "H", "H", "H", "C", "C", "N", "C", "C", "C", "C", "C", "O", "C", "H", "H", "H", "H", "H", "H", "H", "H", "H", "H", "H", "H", "H", "H", "H", "H", "H", "H", "H", "H", "C", "C", "N", "C", "C", "C", "C", "C", "O", "C", "H", "H", "H", "H", "H", "H", "H", "H", "H", "H", "H", "H", "H", "H", "H", "H", "H", "H", "H", "H", "C", "N", "C", "C", "C", "C", "C", "C", "C", "C", "N", "C", "C", "C", "H", "H", "H", "H", "H", "H", "H", "H", "H", "H", "H", "H", "H", "H", "N", "S", "O", "O", "F", "S", "O", "O", "F", "N", "S", "O", "O", "F", "S", "O", "O", "F", "N", "S", "O", "O", "F", "S", "O", "O", "F", "N", "S", "O", "O", "F", "S", "O", "O", "F"], "positions_angstrom": [[2.217559, 11.145187, 0.616602], [2.260943, 9.945864, -0.365167], [3.160101, 8.861911, 0.184180], [2.888851, 7.481531, -0.437059], [1.454750, 7.068334, -0.117414], [0.323755, 7.974070, -0.732498], [0.784530, 9.472830, -0.499358], [-0.069239, 10.204099, -0.237273], [-0.942081, 7.729516, 0.062836], [0.146823, 7.895415, -2.255410], [2.611702, 10.319274, -1.810982], [1.738762, 10.693357, 1.477949], [1.729448, 11.979665, 0.161625], [3.228221, 11.442430, 0.858694], [3.065549, 8.675678, 1.248885], [4.151840, 9.232681, 0.029756], [3.608227, 6.734503, -0.137804], [3.036741, 7.424121, -1.496097], [1.345627, 7.057306, 0.959245], [1.299116, 6.044053, -0.412841], [-1.813458, 8.221436, -0.372022], [-0.816309, 8.112234, 1.081311], [-1.135837, 6.682934, 0.115221], [-0.429521, 8.745187, -2.618163], [-0.426305, 6.994564, -2.480518], [1.096813, 7.904579, -2.834509], [1.941518, 11.169306, -1.999112], [2.495805, 9.565165, -2.540748], [3.620136, 10.748326, -1.809698], [-1.741136, -7.987047, 2.851650], [-0.457877, -7.349664, 2.446264], [0.498133, -8.482469, 1.974814], [0.031235, -9.177903, 0.704151], [-0.054322, -8.187570, -0.411902], [-1.038837, -6.993731, -0.211591], [-0.631093, -6.413526, 1.115095], [-0.172731, -5.209985, 1.178015], [-2.520438, -7.331005, -0.289970], [-0.811340, -5.883478, -1.299089], [0.174685, -6.591288, 3.576679], [-2.349942, -7.211827, 3.279474], [-1.417481, -8.741904, 3.588536], [-2.295421, -8.449854, 2.030025], [0.572835, -9.275829, 2.723415], [1.457492, -8.035183, 1.634362], [-0.907048, -9.745864, 0.897609], [0.832390, -9.858711, 0.432064], [-0.432778, -8.679789, -1.334792], [0.931585, -7.770564, -0.693315], [-2.805873, -8.112525, 0.329124], [-2.738164, -7.649196, -1.302064], [-3.094925, -6.457284, -0.019023], [-1.274088, -6.280642, -2.169937], [0.216462, -5.637856, -1.362977], [-1.341696, -4.955691, -1.010676], [0.329414, -7.393782, 4.319384], [-0.494695, -5.812947, 3.900510], [1.139938, -6.210530, 3.247631], [-3.965159, -1.408183, -1.150391], [-2.903150, -0.789140, -2.105935], [-1.541839, -1.327536, -2.130223], [-1.622595, -2.833172, -2.398571], [-0.850108, -0.674035, -3.288112], [0.561268, -1.181937, -3.573381], [-0.834068, -1.092395, -0.825614], [-0.113893, 0.315743, -0.712390], [0.342621, 0.317627, 0.647248], [1.369236, 1.160450, 1.080159], [-4.839889, -0.744824, -1.210003], [-3.630355, -1.493682, -0.095155], [-4.383036, -2.394643, -1.466728], [-2.754129, 0.315437, -2.039045], [-3.217840, -0.920938, -3.165818], [-2.119070, -2.937618, -3.407720], [-2.269353, -3.151587, -1.620733], [-0.694213, -3.380532, -2.453237], [-0.833319, 0.413628, -3.167028], [-1.512364, -0.907634, -4.150853], [0.977291, -0.558185, -4.396516], [0.521908, -2.234140, -3.809895], [1.231687, -1.039430, -2.749267], [-0.081967, -1.914168, -0.675329], [-1.595332, -1.113688, -0.074388], [-0.783726, 1.130487, -0.857016], [0.763246, 0.442435, -1.370068], [1.138319, 2.239091, 1.132566], [2.235058, 1.071042, 0.497233], [1.672068, 0.775469, 2.095988], [6.232577, 4.319720, -3.456639], [5.606726, 3.285356, -4.396560], [5.791485, 1.772986, -3.987536], [7.256030, 1.479105, -3.696088], [5.204221, 1.408394, -2.639301], [3.643532, 1.704540, -2.568037], [5.329902, 0.879879, -5.116079], [4.963121, -0.568267, -4.694790], [6.034356, -1.306859, -4.250516], [5.778556, -2.658216, -3.836137], [6.000079, 5.363183, -3.787827], [7.337028, 4.238085, -3.412812], [5.917456, 4.138441, -2.463890], [5.919240, 3.408908, -5.432616], [4.527237, 3.354317, -4.522770], [7.328899, 0.436369, -3.430476], [7.603547, 2.163350, -2.895052], [7.802939, 1.607932, -4.648237], [5.633991, 2.074759, -1.951854], [5.422354, 0.366273, -2.324443], [3.578783, 2.828791, -2.628851], [3.201970, 1.418840, -1.619377], [2.961395, 1.302690, -3.300620], [6.086815, 0.906207, -5.906966], [4.400826, 1.350770, -5.464046], [4.507185, -0.939183, -5.625083], [4.122596, -0.498800, -4.015234], [5.010429, -2.600332, -3.047920], [6.772270, -3.050803, -3.461096], [5.439562, -3.329599, -4.672669], [-8.412371, -3.422570, 8.420446], [-7.189192, -3.108273, 7.642222], [-6.089801, -2.660279, 8.339470], [-5.055336, -2.186269, 7.658803], [-5.063100, -2.103491, 6.260313], [-6.118295, -2.558493, 5.549418], [-7.209527, -3.097626, 6.276886], [-3.858806, -1.527905, 5.563144], [-2.599029, -1.715710, 6.081010], [-1.493860, -1.253137, 5.437592], [-1.584565, -0.656882, 4.219970], [-2.845581, -0.411080, 3.677375], [-3.936030, -0.815192, 4.337441], [-0.385248, -0.079486, 3.582177], [-8.149925, -3.687021, 9.440708], [-8.869815, -4.291462, 8.009935], [-9.091779, -2.596998, 8.487481], [-6.195773, -2.679510, 9.401118], [-4.245850, -1.730815, 8.221094], [-6.102215, -2.650830, 4.459036], [-8.116838, -3.451505, 5.788119], [-2.476757, -2.287048, 7.015053], [-0.527595, -1.235414, 5.918047], [-2.894768, 0.064674, 2.688210], [-4.920886, -0.634153, 3.825839], [0.496430, -0.672995, 3.763696], [-0.353328, 0.896853, 3.989576], [-0.517744, -0.103868, 2.503725], [3.972439, -3.249635, 0.183225], [4.430314, -1.666251, -0.209124], [3.474829, -0.852188, -0.822630], [5.688453, -1.785152, -0.827958], [4.538497, -0.869222, 1.214090], [2.638838, -3.450111, 0.890180], [2.719634, -4.785137, 1.507487], [1.425673, -3.106798, 0.201187], [2.604728, -2.374655, 2.027721], [0.085539, 2.494279, -4.497036], [0.635502, 3.902012, -4.007470], [-0.082255, 5.039578, -4.498873], [2.041106, 3.922701, -3.937307], [0.161172, 3.844934, -2.449890], [0.553345, 1.946681, -5.828108], [0.899229, 2.894688, -6.840353], [-0.088465, 0.692480, -6.002498], [1.989419, 1.354570, -5.352673], [-3.585838, 3.206440, 0.286070], [-3.233650, 3.854407, -1.121264], [-4.399588, 4.448076, -1.610304], [-2.560352, 2.887315, -1.879729], [-2.180428, 4.917046, -0.623523], [-3.110392, 2.094696, 1.263137], [-2.856571, 0.806778, 0.533709], [-4.040531, 2.152797, 2.376166], [-1.716864, 2.447960, 1.896718], [-4.941810, -3.893822, 1.421463], [-6.125444, -2.917601, 1.582967], [-7.000586, -2.993574, 2.701341], [-6.598683, -2.675942, 0.284821], [-5.411218, -1.459962, 1.980934], [-3.885744, -4.318093, 2.421414], [-2.924074, -5.156797, 1.776279], [-4.112515, -4.483466, 3.846746], [-3.056828, -2.791172, 2.485744]], "forces_ev_per_angstrom": [[0.283, -1.538, -0.992], [-0.180, 0.419, -0.195], [-0.545, -1.624, -0.320], [-0.288, 0.367, -0.316], [0.238, 0.561, -0.357], [1.620, -0.381, -0.073], [0.976, -2.610, 1.355], [-1.196, 1.829, -0.040], [-0.157, 1.536, -0.015], [0.446, -0.110, -0.209], [-0.116, 2.155, 1.338], [-0.184, 0.803, 0.496], [-0.619, 0.520, 0.165], [0.279, -0.101, 0.092], [-0.272, 0.555, 0.374], [0.743, 0.055, -0.215], [0.089, -0.185, 0.829], [-0.041, 0.545, -0.964], [-0.238, 0.168, 0.413], [-0.374, -0.342, -0.449], [0.055, -0.077, -0.023], [-0.054, -0.137, -0.073], [0.012, -0.736, -0.091], [-0.212, 0.033, 0.093], [0.204, -0.063, -0.124], [-0.577, -0.313, 0.549], [0.160, -0.219, -0.633], [-0.027, -0.843, -0.629], [-0.090, -0.325, -0.101], [-0.542, -0.042, -0.136], [1.009, -0.470, -1.628], [0.353, 0.479, -1.566], [-0.405, -0.188, 0.592], [-0.836, 0.365, -1.719], [0.747, 1.404, -0.796], [2.648, 5.061, 1.831], [-2.646, -6.713, -0.292], [0.434, 0.740, -0.323], [-1.039, -0.232, 2.194], [0.249, -0.525, -0.764], [-0.598, 0.001, 0.486], [-0.626, 0.279, -0.191], [0.278, -0.063, 0.501], [0.383, 0.665, 0.379], [-0.145, -0.261, 1.088], [0.595, 0.292, -0.469], [-0.173, -0.482, 0.008], [0.241, 0.250, 0.423], [-0.316, -0.198, 0.414], [-0.531, -1.453, 1.103], [0.040, 0.122, -0.241], [-0.215, 0.125, -0.172], [0.099, -0.142, -1.036], [1.066, 0.153, -0.481], [0.174, -0.722, -0.018], [-0.051, 0.721, 0.074], [-0.043, 0.339, 0.477], [0.027, 0.264, 0.245], [0.173, -0.101, -0.211], [-1.582, 0.890, -1.116], [1.616, -1.353, -0.128], [-0.942, 1.393, -1.574], [0.308, 0.011, -1.205], [-0.378, 0.730, -0.396], [1.866, 0.494, -0.306], [0.880, -1.168, 0.698], [-0.811, -0.529, 0.005], [-0.278, 0.073, 1.436], [0.391, -0.017, 0.320], [-0.275, 0.252, -0.687], [0.699, 0.618, 0.005], [-0.484, -0.768, 0.603], [-0.295, 0.000, 0.740], [0.301, 0.064, 1.151], [-0.450, -0.850, 0.526], [0.430, 0.477, 0.429], [-0.267, -0.175, 0.192], [0.595, 0.346, 0.399], [-0.487, -0.820, 0.364], [0.329, -0.238, -0.423], [0.312, -0.062, 0.690], [-0.730, 0.979, -0.074], [-0.218, -0.130, 0.584], [-0.738, 0.637, -0.296], [-0.362, -0.291, 0.066], [-0.439, -0.340, 0.060], [1.355, -0.312, -1.166], [-0.384, 0.581, -0.872], [0.823, -0.040, -1.201], [-0.658, -0.898, -0.083], [1.932, 0.035, 0.859], [0.224, 0.781, -1.183], [-3.762, -0.638, -0.549], [1.297, 1.845, 0.303], [-0.620, -0.206, 0.595], [-0.738, 1.151, -1.366], [0.932, -0.301, -0.007], [0.393, -0.188, -0.099], [-0.050, -1.028, 0.287], [-0.541, 0.074, -0.351], [-0.659, 0.212, 1.127], [0.716, -0.406, 0.081], [-0.183, 0.356, 0.601], [0.019, -0.176, 0.266], [-0.117, -0.623, -0.655], [-0.021, 0.234, 0.608], [0.785, 0.706, 0.956], [0.210, 0.652, -0.735], [-0.334, -1.193, 0.029], [0.488, -0.122, 0.296], [0.354, -0.248, -0.628], [-0.102, 0.036, 0.243], [0.186, -0.300, -0.149], [0.199, -0.413, -0.020], [-0.125, -0.238, 0.672], [0.403, -0.504, -0.176], [-1.382, 0.487, -0.220], [0.206, 0.815, 0.537], [0.710, -0.514, 0.418], [0.057, 0.547, -0.566], [-2.438, -0.918, -0.526], [1.756, 1.319, -0.338], [1.881, 0.887, 0.099], [-1.821, -1.617, -0.082], [0.639, 0.663, 0.607], [-0.477, 0.429, -1.201], [-0.263, -1.002, 1.393], [0.505, 1.026, -1.228], [-1.703, -0.154, 0.614], [3.162, 0.030, -0.447], [-3.218, -0.828, 1.012], [-0.751, -0.936, -0.531], [0.331, 0.039, -0.006], [-0.522, -0.492, -0.523], [-0.243, 0.555, -0.401], [0.148, -0.007, 0.454], [0.010, -0.252, -0.092], [-0.305, 0.266, 0.478], [0.260, 0.001, 0.185], [0.130, 0.470, -0.523], [0.205, -0.343, -0.269], [0.169, -0.369, 0.558], [1.185, -0.096, 0.821], [0.156, -0.180, 0.535], [0.614, 1.133, 0.006], [-0.197, 0.372, -0.094], [2.299, 3.699, -1.147], [-0.370, -2.867, 2.111], [-2.123, 1.031, -1.415], [1.252, 0.282, 0.243], [0.751, -1.178, -0.908], [-1.553, -3.013, 1.133], [-0.714, 2.173, -0.650], [0.117, -0.320, -0.403], [0.160, 0.126, 1.049], [-1.020, 1.987, 2.273], [-2.589, 0.320, 0.561], [0.475, -0.448, 0.168], [1.741, 0.442, 0.111], [0.448, -0.303, -1.050], [1.497, -1.192, -0.507], [-0.493, -0.680, 0.160], [-1.019, -0.055, -1.365], [1.119, 0.183, -0.322], [0.358, 0.538, 1.362], [-0.660, -3.243, 3.257], [-0.451, 1.724, -0.630], [1.684, -0.524, -1.896], [0.042, 0.566, -0.677], [-2.874, -0.495, -3.488], [-0.181, 2.211, 2.509], [1.485, -1.091, -0.380], [0.614, 0.265, 0.085], [-0.458, -1.114, 0.049], [-0.115, 3.467, -0.108], [-0.154, -1.226, 0.373], [-0.853, -0.101, -0.683], [-0.049, -1.427, -0.583], [3.068, 2.541, 2.100], [-0.449, -0.194, 0.376], [-0.609, -0.177, -1.648], [-0.479, -1.897, -0.131]]}

=====

# 2
{"formula": "C5H10BN", "method": "ωB97M-V with the def2-TZVPD basis set", "e_homo_ev": -9.4, "de_lowest_kj_mol": 648.21, "charge": 0, "symbols": ["B", "C", "C", "C", "C", "C", "N", "H", "H", "H", "H", "H", "H", "H", "H", "H", "H"], "positions_angstrom": [[-0.321649, 0.190059, 0.140904], [2.240946, -0.663678, -0.344115], [1.162187, 0.265846, -0.625532], [-1.388846, 0.275368, -1.146356], [-0.356413, -1.207260, 1.067258], [-0.493246, 1.380324, 1.017847], [2.470034, 0.463668, 0.135728], [2.578285, -1.666797, -0.548468], [1.239755, 0.772796, -1.557285], [-1.614555, -0.661160, -1.646287], [-1.034718, 0.742359, -2.036235], [-2.283446, 0.705369, -0.943585], [-1.332272, -1.104101, 1.661466], [0.410253, -1.103315, 1.678405], [-0.235184, -1.979222, 0.356707], [-0.327010, 1.242584, 2.054379], [-0.714115, 2.347156, 0.735172]], "forces_ev_per_angstrom": [[-1.012, -1.456, -0.992], [-0.833, 0.067, -0.393], [0.572, 0.454, 0.789], [2.291, -1.555, -0.631], [-4.604, 2.619, -2.109], [1.165, -1.692, -0.395], [0.608, -0.491, 0.372], [0.435, 0.019, 0.433], [-0.578, 0.500, -0.716], [-0.075, -0.935, 0.726], [0.817, 1.268, -0.449], [-2.874, 1.334, 0.850], [1.282, -1.065, -0.929], [3.656, -0.044, 3.119], [-0.351, -1.355, -0.253], [0.156, 0.205, 1.258], [-0.656, 2.126, -0.681]]}